1.
C23H30F3N2O3S5V | ωB97M-V with the def2-TZVPD basis set

Its net charge is +2. The total energy comes out at -4463.753995 hartree. For the HOMO-LUMO gap (spin up / spin down), the calculation gives 6.99 / 6.89 eV. Its spin multiplicity is 3. Its expectation value of S² is 2.029. Its HOMO energy (spin up / spin down) is -14.19 / -14.19 eV.

CARTESIAN COORDINATES (ANGSTROEM)
V 1.405 1.929 0.863
S 0.688 -0.241 1.522
C -0.837 -0.604 0.879
N -1.584 -1.594 1.294
C -2.901 -1.760 0.669
C -2.763 -1.565 -0.821
N -2.202 -0.233 -1.078
C -2.552 0.426 -2.349
C -1.798 -0.212 -3.498
C -2.289 -1.348 -4.132
C -1.580 -1.923 -5.176
C -0.382 -1.361 -5.594
C 0.109 -0.226 -4.966
C -0.595 0.347 -3.918
C -1.304 0.235 -0.252
S -0.607 1.770 -0.386
C -1.187 -2.525 2.367
C -1.298 -3.961 1.904
C -0.440 -4.430 0.914
C -0.560 -5.731 0.450
C -1.537 -6.566 0.974
C -2.392 -6.104 1.964
C -2.276 -4.800 2.426
H -3.593 -1.024 1.090
H -3.278 -2.755 0.884
H -3.735 -1.637 -1.302
H -2.112 -2.332 -1.250
H -2.303 1.479 -2.266
H -3.627 0.325 -2.492
H -3.240 -1.775 -3.834
H -1.972 -2.802 -5.670
H 0.160 -1.801 -6.421
H 1.036 0.220 -5.302
H -0.216 1.239 -3.433
H -1.842 -2.359 3.226
H -0.167 -2.290 2.657
H 0.330 -3.778 0.512
H 0.116 -6.098 -0.312
H -1.628 -7.583 0.617
H -3.147 -6.755 2.382
H -2.944 -4.437 3.200
C 1.327 4.317 -1.549
S 0.680 4.277 0.144
C 1.455 5.792 0.775
H 2.396 4.514 -1.535
H 0.809 5.103 -2.092
H 1.135 3.355 -2.016
H 1.227 6.573 0.052
H 2.530 5.686 0.883
H 0.980 6.047 1.719
C 2.024 3.832 3.656
S 0.877 2.521 3.163
C 1.531 1.215 4.243
H 3.055 3.516 3.515
H 1.841 4.045 4.707
H 1.809 4.722 3.075
H 1.788 1.675 5.194
H 2.405 0.752 3.796
H 0.748 0.481 4.402
F 4.730 3.285 -0.992
C 4.543 2.779 0.209
F 5.660 2.756 0.878
F 3.650 3.588 0.870
S 3.668 1.137 0.113
O 4.560 0.112 -0.244
O 2.547 1.472 -0.782
O 3.065 1.096 1.473


2.
C3H10N2O3S | ωB97M-V with the def2-TZVPD basis set

The SMILES is NCCCS(=O)(=O)NO. The total energy comes out at -853.617774 hartree. For the HOMO-LUMO gap, the calculation gives 9.80 eV. For the energy above the lowest of the compared OMol25 structures with the same formula, charge and spin, the calculation gives 2.092 eV. Its HOMO energy is -9.19 eV.

CARTESIAN COORDINATES (ANGSTROEM)
N 1.505 1.574 1.554
C 1.391 0.322 2.179
C 0.147 -0.419 2.080
C -0.068 -1.083 0.711
S -0.497 0.137 -0.513
O 0.736 0.696 -1.204
O -1.553 1.040 -0.101
N -1.200 -0.846 -1.742
O -0.142 -1.595 -2.294
H 0.808 2.322 1.603
H 1.609 1.488 0.499
H 1.608 0.385 3.261
H 2.231 -0.318 1.908
H 0.032 -1.196 2.871
H -0.668 0.390 2.202
H -0.809 -1.822 0.801
H 0.858 -1.500 0.339
H -1.607 -0.125 -2.409
H 0.619 -0.958 -2.585


3.
C8H20BrNO2S2 | ωB97M-V with the def2-TZVPD basis set

The total energy comes out at -3892.361401 hartree. For the HOMO-LUMO gap, the calculation gives 9.37 eV. Its HOMO energy is -8.90 eV.

CARTESIAN COORDINATES (ANGSTROEM)
C -2.657 2.833 1.299
O -2.118 2.749 -0.001
C -2.833 1.920 -0.883
C -2.596 0.409 -0.688
N -1.226 0.084 -0.273
S -1.150 -0.649 1.265
C -0.437 -0.677 -1.253
C 0.212 0.161 -2.337
C 0.916 1.387 -1.791
Br -1.014 0.696 -3.781
H -2.471 3.838 1.678
H -3.738 2.656 1.294
H -2.195 2.108 1.973
H -3.910 2.110 -0.772
H -2.545 2.220 -1.887
H -2.801 -0.092 -1.637
H -3.302 0.019 0.046
H -0.477 0.326 1.895
H 0.404 -1.113 -0.715
H -1.004 -1.510 -1.685
H 0.912 -0.485 -2.862
H 1.542 1.088 -0.948
H 1.547 1.838 -2.555
H 0.197 2.128 -1.444
C 1.954 -2.683 2.323
S 2.678 -1.603 1.086
O 2.224 -2.105 -0.240
C 4.371 -2.170 1.285
H 0.880 -2.512 2.303
H 2.173 -3.718 2.061
H 2.360 -2.433 3.303
H 4.411 -3.243 1.098
H 4.716 -1.934 2.292
H 4.978 -1.641 0.554


4.
B3H12Sn | ωB97M-V with the def2-TZVPD basis set

Its net charge is -2. The total energy comes out at -295.681645 hartree. For the HOMO-LUMO gap (spin up / spin down), the calculation gives 5.42 / 7.30 eV. Its spin multiplicity is 2. Its expectation value of S² is 0.753. For the energy above the lowest of the compared OMol25 structures with the same formula, charge and spin, the calculation gives 0.000 eV. Its HOMO energy (spin up / spin down) is -0.01 / -1.92 eV.

CARTESIAN COORDINATES (ANGSTROEM)
Sn -1.181 -1.074 -0.606
B 0.445 0.847 1.501
H 0.892 0.653 0.539
H 0.148 1.884 1.531
H -0.439 0.234 1.570
H 1.156 0.674 2.294
B 1.857 -2.336 0.384
H 2.247 -1.379 0.695
H 2.635 -3.083 0.394
H 1.095 -2.668 1.073
H 1.412 -2.267 -0.596
B -2.061 1.709 -1.757
H -2.815 1.190 -1.186
H -1.144 1.666 -1.190
H -1.888 1.220 -2.704
H -2.357 2.730 -1.943


5.
C23H29NO3 | ωB97M-V with the def2-TZVPD basis set

The SMILES is CC(C)(C)c1ccc([C@@H](CC(=O)O)NC(=O)CCCc2ccccc2)cc1. The total energy comes out at -1174.375081 hartree. For the HOMO-LUMO gap, the calculation gives 9.39 eV. For the energy above the lowest of the compared OMol25 structures with the same formula, charge and spin, the calculation gives 0.036 eV. Its HOMO energy is -8.87 eV.

CARTESIAN COORDINATES (ANGSTROEM)
C -5.077 -1.766 1.282
C -4.245 -2.176 0.058
C -3.471 -3.466 0.363
C -5.207 -2.458 -1.099
C -3.255 -1.066 -0.259
C -2.314 -0.690 0.694
C -1.403 0.322 0.456
C -1.399 0.996 -0.756
C -0.460 2.150 -1.038
C -1.232 3.481 -0.873
C -1.776 3.567 0.529
O -1.110 3.532 1.534
O -3.104 3.666 0.554
N 0.704 2.159 -0.188
C 1.942 1.859 -0.638
O 2.162 1.535 -1.787
C 3.013 1.948 0.436
C 2.867 0.820 1.462
C 3.015 -0.567 0.821
C 4.412 -0.783 0.311
C 4.733 -0.525 -1.016
C 6.031 -0.689 -1.467
C 7.024 -1.112 -0.600
C 6.712 -1.371 0.724
C 5.415 -1.206 1.175
C -2.324 0.620 -1.718
C -3.236 -0.391 -1.474
H -4.449 -1.611 2.155
H -5.614 -0.841 1.079
H -5.803 -2.541 1.518
H -2.819 -3.344 1.224
H -2.858 -3.747 -0.491
H -4.164 -4.277 0.574
H -5.890 -3.255 -0.815
H -4.667 -2.780 -1.986
H -5.799 -1.578 -1.340
H -2.283 -1.190 1.651
H -0.691 0.582 1.225
H -0.090 2.073 -2.068
H -0.547 4.314 -1.040
H -2.057 3.533 -1.580
H -3.435 3.693 1.467
H 0.565 2.491 0.756
H 2.936 2.914 0.940
H 3.988 1.879 -0.047
H 1.891 0.888 1.947
H 3.633 0.942 2.232
H 2.777 -1.326 1.571
H 2.301 -0.660 0.001
H 3.963 -0.187 -1.693
H 6.269 -0.484 -2.501
H 8.037 -1.240 -0.953
H 7.482 -1.703 1.407
H 5.175 -1.412 2.210
H -2.332 1.122 -2.675
H -3.935 -0.644 -2.254


6.
C28H35IrN4O7P | ωB97M-V with the def2-TZVPD basis set

Its net charge is +2. The total energy comes out at -2278.929426 hartree. For the HOMO-LUMO gap (spin up / spin down), the calculation gives 7.10 / 5.22 eV. Its spin multiplicity is 2. Its expectation value of S² is 0.803. Its HOMO energy (spin up / spin down) is -13.32 / -13.34 eV.

CARTESIAN COORDINATES (ANGSTROEM)
Ir -0.014 0.174 0.636
O -1.246 2.377 -3.139
C -1.395 3.584 -2.553
C -1.621 4.667 -3.400
C -1.791 5.927 -2.871
C -1.744 6.141 -1.489
C -1.521 5.079 -0.652
C -1.334 3.775 -1.161
C -1.062 2.706 -0.228
O -0.891 1.487 -0.658
N -0.999 2.974 1.077
N -0.734 1.870 1.774
C -1.062 1.960 3.048
C -1.131 0.855 3.897
C -1.381 1.082 5.279
C -1.464 0.046 6.155
C -1.308 -1.282 5.680
C -1.108 -1.552 4.359
C -1.045 -0.497 3.411
O -0.938 -0.829 2.168
H -1.097 1.728 -2.434
H -1.667 4.488 -4.464
H -1.971 6.760 -3.537
H -1.887 7.133 -1.086
H -1.493 5.220 0.418
H -1.344 2.950 3.395
H -1.489 2.104 5.616
H -1.640 0.222 7.206
H -1.352 -2.101 6.386
H -0.988 -2.565 4.006
C 3.206 -1.621 3.155
C 2.716 -0.486 2.321
O 1.509 -0.165 2.309
N 3.581 0.235 1.605
C 3.110 1.398 0.867
C 2.714 1.066 -0.551
C 3.655 1.270 -1.549
C 3.348 1.024 -2.875
C 2.068 0.584 -3.164
C 1.189 0.387 -2.125
N 1.479 0.604 -0.833
H 2.707 -1.574 4.122
H 4.284 -1.612 3.294
H 2.912 -2.555 2.674
H 4.552 -0.033 1.570
H 3.903 2.142 0.847
H 2.268 1.819 1.416
H 4.628 1.649 -1.269
H 4.079 1.186 -3.655
H 1.739 0.397 -4.176
H 0.186 0.050 -2.344
C -1.875 -1.335 -3.680
C -2.239 -1.030 -2.251
O -1.562 -1.940 -1.351
P -0.288 -1.832 -0.425
O -0.520 -3.062 0.519
C -1.819 -3.492 1.032
C -2.219 -4.768 0.339
O 0.992 -2.258 -1.233
C 1.141 -3.591 -1.825
C 1.685 -3.439 -3.221
H -2.423 -0.667 -4.344
H -2.141 -2.360 -3.932
H -0.808 -1.203 -3.874
H -3.298 -1.205 -2.067
H -2.020 -0.009 -1.951
H -2.541 -2.691 0.882
H -1.668 -3.630 2.097
H -2.358 -4.606 -0.729
H -3.162 -5.126 0.754
H -1.469 -5.542 0.490
H 0.171 -4.090 -1.811
H 1.822 -4.134 -1.172
H 0.948 -2.997 -3.890
H 1.952 -4.420 -3.615
H 2.584 -2.823 -3.221